1.
This record from OMol25 describes 2 unconnected molecules or ions with the total composition CH4OS. The level of theory is the ωB97M-V functional and the def2-TZVPD basis.

The SMILES is C=O.S. The total energy is -513.84736 Eh. The value obtained for the LUMO energy is 0.4 eV. Its HOMO energy is -0.3699 Ha. The value obtained for the energy relative to the best compared isomer or geometry (same formula, charge and spin) is 124.4 kJ/mol.

Atoms and positions in Å:
S1 -2.07774 -0.39274 -0.09716
H1 -1.48077 -1.45553 0.54127
H2 -1.42482 0.71940 -0.42927
O1 1.87967 0.07872 -0.97840
C1 1.29084 0.34864 0.05794
H3 1.40256 -0.38354 0.83774
H4 0.41026 1.08504 0.06789

***

2.
This record from OMol25 describes a molecular structure, C34H38N6OReSb. The level of theory is the ωB97M-V functional and the def2-TZVPD basis.

Its multiplicity is 2. The total energy is -2039.78821 Eh. Its net charge is +3. The value obtained for the LUMO energy (alpha / beta) is -11.6 / -11.0 eV. Its HOMO energy (alpha / beta) is -0.5387 / -0.5389 Ha. The value obtained for the energy relative to the best compared isomer or geometry (same formula, charge and spin) is 0.0 kJ/mol.

Atoms and positions in Å:
Re1 -0.68986 1.64882 1.68085
N1 -1.28971 -0.51084 1.45215
C1 -1.59995 -1.15613 2.76261
C2 -2.05439 -0.09953 3.75301
N2 -1.08536 1.03734 3.77216
C3 0.17254 0.75297 4.53078
C4 1.27895 0.23164 3.62172
N3 1.37614 1.10010 2.41270
H1 -0.66986 -1.13111 0.92035
H2 -2.14948 -0.44965 0.91006
H3 -2.37146 -1.91715 2.65125
H4 -0.70822 -1.66218 3.12279
H5 -3.03047 0.29398 3.46152
H6 -2.16072 -0.54478 4.74364
H7 -1.55262 1.79604 4.26627
H8 0.50062 1.68319 4.99703
H9 -0.01412 0.03155 5.32727
H10 2.22047 0.21865 4.17071
H11 1.08772 -0.78814 3.29802
H12 1.85396 1.95544 2.69548
H13 1.99785 0.65525 1.73698
O1 -3.78776 2.48750 -0.81131
C5 -2.72615 2.24095 -0.32423
N4 -2.41577 2.34731 1.04422
C6 -2.99227 3.46786 1.77750
C7 -1.82032 4.34903 2.15535
C8 -1.95118 5.68890 2.45978
C9 -0.81570 6.43925 2.73407
C10 0.42830 5.81793 2.69432
C11 0.48765 4.47572 2.39547
N5 -0.61042 3.73874 2.13682
C12 -1.49067 1.93134 -1.11702
C13 -1.49789 1.95697 -2.49355
C14 -0.28261 2.01845 -3.16828
C15 0.88778 2.04779 -2.42434
C16 0.81404 1.96538 -1.04462
N6 -0.35013 1.90461 -0.38680
H14 -3.71436 4.00990 1.16612
H15 -3.51835 3.12941 2.67519
H16 -2.93186 6.14646 2.46053
H17 -0.89777 7.49368 2.96298
H18 1.34001 6.36625 2.88476
H19 1.44579 3.97529 2.34116
H20 -2.44909 1.97236 -3.00974
H21 -0.25048 2.08446 -4.24765
H22 1.85496 2.13960 -2.89880
H23 1.71578 1.98360 -0.44671
C17 -0.19759 -5.70352 0.97694
C18 -1.28353 -5.08607 0.37128
C19 -1.10003 -3.91321 -0.35217
C20 0.17810 -3.37640 -0.47704
C21 1.26703 -3.98523 0.13962
C22 1.07362 -5.15868 0.86051
Sb1 0.50020 -1.59602 -1.67191
C23 -0.41038 -1.89600 -3.59205
C24 -1.79254 -2.00929 -3.67319
C25 -2.39107 -2.15593 -4.91726
C26 -1.60942 -2.16540 -6.06506
C27 -0.23008 -2.04881 -5.97509
C28 0.38035 -1.89562 -4.73496
C29 2.62640 -1.67417 -1.93891
C30 3.21114 -2.68983 -2.68901
C31 4.59531 -2.73802 -2.80782
C32 5.38624 -1.78677 -2.17987
C33 4.80146 -0.77900 -1.42553
C34 3.41853 -0.72165 -1.30958
H24 -0.34403 -6.61836 1.53576
H25 -2.27149 -5.52214 0.44650
H26 -1.94893 -3.44351 -0.83931
H27 2.26394 -3.57086 0.04224
H28 1.92064 -5.65352 1.31819
H29 -2.40667 -1.99173 -2.77876
H30 -3.46597 -2.25847 -4.98985
H31 -2.08117 -2.25152 -7.03469
H32 0.37804 -2.07670 -6.86999
H33 1.45653 -1.79068 -4.67302
H34 2.60168 -3.44574 -3.16887
H35 5.05253 -3.52607 -3.39186
H36 6.46243 -1.82551 -2.28151
H37 5.41896 -0.03990 -0.93094
H38 2.95614 0.07013 -0.72535

***

3.
This record from OMol25 describes 12 unconnected molecules or ions with the total composition C49H119N3O17. The level of theory is the ωB97M-V functional and the def2-TZVPD basis.

The SMILES is CC1(C)CCCC(C)(C)N1O.CC1(C)CCCC(C)(C)N1O.CC1(C)CCCC(C)(C)N1O.CC(C)O.CC(C)O.CC(C)O.CC(C)O.OCCO.OCCO.OCCO.OCCO.OCCO. The total energy is -3381.38419 Eh. The value obtained for the LUMO energy is 0.0 eV. Its HOMO energy is -0.2975 Ha.

Atoms and positions in Å:
C1 4.08524 4.61409 3.61214
C2 2.67845 4.00933 3.63839
C3 2.32446 3.42216 2.26751
O1 2.75965 2.89682 4.57260
H1 4.49774 4.74963 4.61192
H2 4.24540 5.46184 2.94598
H3 4.75218 3.83513 3.24266
H4 1.96581 4.79009 3.90420
H5 1.46959 2.74767 2.31600
H6 3.09853 2.78322 1.84246
H7 2.03703 4.16781 1.52623
H8 2.16332 2.17208 4.37074
C4 0.82733 3.25449 -1.24705
C5 0.11831 3.11120 -2.54594
C6 -1.25138 3.87233 -2.63150
O2 0.80786 3.57996 -3.73314
H9 1.77350 2.71353 -1.26195
H10 0.23381 3.00394 -0.36781
H11 0.95488 4.33419 -1.16908
H12 0.00570 2.05485 -2.78996
H13 -1.84198 3.42292 -3.42983
H14 -1.06893 4.94141 -2.74045
H15 -1.79141 3.81537 -1.68639
H16 0.78023 4.53336 -3.62415
C7 -4.10193 2.53173 2.60150
C8 -2.84339 3.43106 2.94467
C9 -1.46764 3.00399 2.37471
O3 -2.97182 4.71984 2.33773
H17 -4.81623 2.69425 3.40864
H18 -3.85455 1.47957 2.46058
H19 -4.53146 2.88436 1.66382
H20 -2.87444 3.56462 4.02601
H21 -0.64758 3.65592 2.67571
H22 -1.42548 2.97777 1.28584
H23 -1.23474 2.00328 2.73863
H24 -3.89650 4.90672 2.51561
C10 2.25446 0.15946 0.74602
C11 0.87473 -0.50258 0.81939
C12 0.25962 -0.72600 -0.56323
O4 0.96372 -1.77051 1.37711
H25 2.15201 1.18706 0.39724
H26 2.93930 -0.25314 0.00518
H27 2.70001 0.17638 1.74065
H28 0.17311 0.16638 1.31772
H29 0.97695 -1.24960 -1.19519
H30 -0.04868 0.21837 -1.01180
H31 -0.63501 -1.34866 -0.55710
H32 0.43228 -1.72107 2.17506
C13 0.56300 -4.47771 4.72286
C14 0.41071 -5.52011 3.62086
O5 1.59303 -5.67841 2.91394
O6 0.59850 -3.16637 4.22051
H33 1.43598 -4.62581 5.35853
H34 -0.22806 -4.63615 5.45580
H35 -0.28655 -5.17832 2.85594
H36 0.07458 -6.51435 3.91511
H37 2.00197 -4.81356 2.99389
H38 0.86538 -2.59367 4.94327
C15 2.28565 -0.13529 4.30243
C16 2.45858 -0.57944 5.76816
O7 1.32378 -1.31562 6.22125
O8 1.12775 0.57139 4.21019
H39 2.16441 -1.01048 3.66412
H40 3.14452 0.48623 4.04912
H41 2.67230 0.30236 6.37218
H42 3.28870 -1.28527 5.73951
H43 1.23451 -1.06751 7.14432
H44 0.37703 0.05221 4.50761
C17 2.74411 -2.49266 -3.50849
C18 3.61101 -3.54946 -4.09906
O9 3.75494 -4.75957 -3.31030
O10 1.44975 -2.86884 -3.16977
H45 2.78739 -1.61830 -4.15789
H46 3.26592 -2.23384 -2.58717
H47 4.61480 -3.19947 -4.33990
H48 3.12932 -3.92424 -5.00218
H49 2.91426 -5.15401 -3.06686
H50 1.57140 -3.22870 -2.28812
C19 2.81188 -4.41834 -0.01942
C20 3.64817 -3.62251 1.00705
O11 3.01804 -3.28209 2.19255
O12 1.92361 -3.45315 -0.61667
H51 2.24874 -5.28838 0.31825
H52 3.51630 -4.81926 -0.74822
H53 4.15564 -2.80377 0.49692
H54 4.45642 -4.29478 1.29497
H55 2.22710 -2.76530 2.02245
H56 1.51785 -3.03887 0.14840
C21 -1.32600 -4.91578 -4.16541
C22 -1.59789 -4.54049 -2.67726
O13 -1.31260 -3.10279 -2.57507
O14 0.03000 -4.96695 -4.49954
H57 -1.76295 -4.12921 -4.78062
H58 -1.84779 -5.84949 -4.37518
H59 -1.03049 -5.09581 -1.93041
H60 -2.61926 -4.73367 -2.34925
H61 -0.36089 -3.02606 -2.47532
H62 0.48724 -4.20026 -4.14642
C23 -5.67242 -3.01067 3.64403
C24 -5.67263 -4.15830 2.55656
C25 -6.41765 -3.67996 1.25717
C26 -5.60781 -2.59752 0.48146
C27 -4.27137 -3.29747 0.06544
C28 -3.38667 -3.70775 1.26823
N1 -4.21123 -4.45634 2.21096
O15 -3.50936 -5.04197 3.22689
C29 -2.26687 -4.55977 0.67743
C30 -2.76167 -2.40573 1.95105
C31 -6.35264 -5.38858 2.98775
H63 -5.08194 -3.14873 4.54977
H64 -6.68774 -3.01775 4.04047
H65 -5.53525 -1.99906 3.26201
H66 -6.61807 -4.46492 0.52795
H67 -7.38610 -3.32193 1.60648
H68 -5.42039 -1.64439 0.97596
H69 -6.09511 -2.36445 -0.46528
H70 -3.83435 -2.51555 -0.55563
H71 -4.47417 -4.15274 -0.57915
H72 -1.84200 -5.25902 1.39760
H73 -2.60066 -5.14810 -0.17729
H74 -1.42176 -3.95799 0.34315
H75 -3.54903 -1.69572 2.20411
H76 -2.33882 -2.65779 2.92356
H77 -1.98393 -1.93420 1.35032
H78 -7.28901 -5.12392 3.47892
H79 -5.81673 -5.91909 3.77481
H80 -6.46142 -6.03560 2.11733
H81 -3.31801 -4.27606 3.77310
C32 6.47376 5.75569 -0.20817
C33 6.12484 5.19932 -1.62893
C34 7.43265 4.86451 -2.45305
C35 8.13781 3.56424 -1.98899
C36 7.16110 2.37225 -2.03289
C37 5.81296 2.65493 -1.19810
N2 5.28747 4.03586 -1.46442
O16 4.03982 4.25513 -0.80056
C38 4.72721 1.68369 -1.76871
C39 6.06455 2.30782 0.28156
C40 5.40050 6.36263 -2.47951
H82 7.25540 5.17758 0.28470
H83 5.60917 5.62969 0.44352
H84 6.81022 6.79245 -0.21169
H85 7.27087 4.90452 -3.53023
H86 8.14949 5.66551 -2.27239
H87 8.40437 3.63673 -0.93457
H88 9.06258 3.37793 -2.53505
H89 7.74605 1.59790 -1.53661
H90 7.01032 1.97869 -3.03812
H91 3.81876 1.56954 -1.17728
H92 4.38303 1.97978 -2.75966
H93 5.11039 0.66572 -1.83941
H94 5.16751 2.35447 0.89901
H95 6.57020 1.34295 0.31961
H96 6.68184 3.00434 0.84893
H97 4.57308 6.74120 -1.87937
H98 4.94254 5.78911 -3.28539
H99 5.93017 7.18876 -2.95391
H100 3.44123 4.23914 -1.55092
C41 -6.80888 1.93404 -3.32021
C42 -5.32776 2.44802 -3.24125
C43 -4.96033 2.65412 -1.75954
C44 -4.52377 1.38837 -0.98901
C45 -3.46924 0.70933 -1.72085
C46 -3.70145 0.35586 -3.15307
N3 -4.22422 1.59519 -3.85739
O17 -4.46941 1.25529 -5.21896
C47 -2.33661 -0.01162 -3.71016
C48 -4.54612 -0.93802 -3.22356
C49 -5.18307 3.82891 -3.96811
H101 -6.88073 0.96225 -2.83178
H102 -7.10359 1.81484 -4.36282
H103 -7.58794 2.47811 -2.78621
H104 -4.21778 3.43855 -1.61330
H105 -5.83787 3.15223 -1.34734
H106 -5.33567 0.70210 -0.74828
H107 -4.17988 1.63385 0.01577
H108 -3.01574 -0.11947 -1.17721
H109 -2.58570 1.34716 -1.69577
H110 -1.53887 0.72755 -3.63703
H111 -1.99193 -0.92529 -3.22591
H112 -2.48528 -0.31435 -4.74667
H113 -4.48683 -1.60366 -2.36244
H114 -5.60663 -0.68627 -3.21750
H115 -4.29444 -1.71408 -3.94639
H116 -5.83818 4.61046 -3.58325
H117 -5.40959 3.73241 -5.02994
H118 -4.16240 4.17201 -3.79898
H119 -3.73861 1.70655 -5.64780

***

4.
This record from OMol25 describes a single C4H5N3 molecule. The level of theory is the ωB97M-V functional and the def2-TZVPD basis.

The SMILES is N#CC1=NCCN1. The total energy is -319.59718 Eh. The value obtained for the LUMO energy is 0.5 eV. Its HOMO energy is -0.3340 Ha. The value obtained for the energy relative to the best compared isomer or geometry (same formula, charge and spin) is 302.0 kJ/mol.

Atoms and positions in Å:
C1 1.79730 0.12184 -0.06842
C2 0.33707 0.11550 -0.03769
C3 -1.58244 -0.88449 0.20865
C4 -1.79730 0.61651 -0.17088
H1 -2.51516 -1.59939 -0.25961
H2 -1.66974 -1.02268 1.33913
H3 -2.44891 1.08193 0.60389
H4 -1.88458 0.84518 -1.29388
H5 -0.25601 2.04371 0.03381
N1 2.94628 -0.12047 0.08583
N2 -0.18685 -1.08895 -0.25823
N3 -0.43849 1.04301 0.17050

***

5.
This record from OMol25 describes a molecular structure, C10H27MnN4. The level of theory is the ωB97M-V functional and the def2-TZVPD basis.

Its multiplicity is 2. The total energy is -1766.97451 Eh. Its net charge is +1. The value obtained for the LUMO energy (alpha / beta) is -2.4 / -2.4 eV. Its HOMO energy (alpha / beta) is -0.3923 / -0.3908 Ha.

Atoms and positions in Å:
Mn1 0.02597 0.45701 0.33933
N1 -1.43964 2.00268 -0.09915
C1 -2.80346 1.49993 0.14918
C2 -2.96052 0.16379 -0.52557
N2 -1.96303 -0.79259 -0.02715
C3 -2.37759 -1.36289 1.26067
C4 -1.17008 -1.64458 2.11938
N3 -0.47412 -0.36949 2.36020
C5 -1.70898 -1.83909 -1.02182
C6 -0.81126 -1.31700 -2.11963
N4 0.39463 -0.75408 -1.49937
H1 -1.31067 2.87957 0.39823
H2 -1.33894 2.22555 -1.08741
H3 -3.57442 2.17878 -0.22174
H4 -2.93422 1.41429 1.22829
H5 -2.80838 0.29703 -1.59760
H6 -3.98348 -0.20687 -0.39041
H7 -2.97970 -2.26782 1.12706
H8 -3.00627 -0.63499 1.77754
H9 -0.47462 -2.30845 1.60343
H10 -1.48347 -2.13756 3.04196
H11 0.37283 -0.51875 2.90107
H12 -1.06647 0.24077 2.91791
H13 -2.64387 -2.22979 -1.43933
H14 -1.19868 -2.66691 -0.52359
H15 -1.29971 -0.52957 -2.69277
H16 -0.58487 -2.12804 -2.81467
H17 0.97303 -0.28102 -2.18713
H18 0.96893 -1.50512 -1.12189
C7 4.44486 0.23859 0.22264
C8 3.06978 0.60184 -0.33695
C9 3.15315 1.86657 -1.18672
C10 2.02317 0.75911 0.76830
H19 5.17319 0.08466 -0.57711
H20 4.39261 -0.67965 0.81061
H21 4.81456 1.03636 0.87102
H22 2.78472 -0.22421 -1.00474
H23 3.56063 2.69028 -0.59613
H24 2.16218 2.16857 -1.54291
H25 3.79815 1.72634 -2.05619
H26 2.04480 1.78380 1.16495
H27 2.23928 0.08297 1.60827

***

6.
This record from OMol25 describes a molecular structure, C25H30N7PtSSe2. The level of theory is the ωB97M-V functional and the def2-TZVPD basis.

Its multiplicity is 5. The total energy is -6673.33253 Eh. Its net charge is +3. The value obtained for the LUMO energy (alpha / beta) is -7.5 / -12.0 eV. Its HOMO energy (alpha / beta) is -0.5922 / -0.6072 Ha. The value obtained for the energy relative to the best compared isomer or geometry (same formula, charge and spin) is 87.6 kJ/mol.

Atoms and positions in Å:
Pt1 -0.05837 1.73291 0.03838
C1 2.99871 1.45867 1.23396
N1 2.45018 2.02727 -0.00815
C2 2.95830 1.50237 -1.28705
C3 1.88611 0.78623 -2.05774
N2 0.59612 0.98684 -1.87010
C4 -0.07708 0.11851 -2.71997
C5 -1.44367 -0.12533 -2.87556
C6 -1.81403 -1.09641 -3.79216
C7 -0.85708 -1.79557 -4.53702
C8 0.49979 -1.55736 -4.39119
C9 0.86813 -0.59452 -3.46055
N3 2.10239 -0.13416 -3.01265
C10 1.97631 0.66310 1.99271
N4 0.67015 0.85873 1.90761
C11 0.07453 -0.07278 2.75599
C12 -1.27172 -0.33940 3.02602
C13 -1.55194 -1.35357 3.92935
C14 -0.52994 -2.07334 4.55634
C15 0.80764 -1.81121 4.30096
C16 1.08247 -0.80935 3.38355
N5 2.27198 -0.30530 2.87112
H1 3.87253 0.83511 1.03471
H2 3.33372 2.27068 1.88297
H3 2.57774 3.02906 0.01096
H4 3.32210 2.32990 -1.89982
H5 3.80531 0.83093 -1.13324
H6 -2.17543 0.45444 -2.32734
H7 -2.86260 -1.30838 -3.95199
H8 -1.18720 -2.53758 -5.25115
H9 1.22968 -2.09221 -4.98497
H10 3.00076 -0.42722 -3.36695
H11 -2.06420 0.24470 2.57687
H12 -2.58152 -1.57644 4.17497
H13 -0.79149 -2.84442 5.26830
H14 1.59201 -2.35437 4.81254
H15 3.19820 -0.59973 3.14348
C17 -3.76445 2.64792 -1.00808
Se1 -2.64273 2.00274 0.44053
C18 -2.43466 3.68611 1.41641
C19 -1.82722 4.80349 0.59842
Se2 -0.05133 4.38110 -0.12169
C20 -0.39206 4.79802 -1.98591
H16 -4.69820 2.97163 -0.55324
H17 -3.96450 1.81623 -1.67824
H18 -3.30162 3.46385 -1.55414
H19 -1.83145 3.44112 2.28952
H20 -3.42956 3.97431 1.75591
H21 -1.69779 5.68554 1.22490
H22 -2.44536 5.08143 -0.25199
H23 -0.72125 5.83342 -2.04227
H24 -1.14138 4.12448 -2.39132
H25 0.54327 4.68933 -2.52907
C21 1.94200 -4.87988 1.79983
C22 0.85558 -4.47459 0.85995
C23 0.24903 -5.39992 -0.01772
C24 -0.76691 -4.94246 -0.85993
N6 -1.14123 -3.67610 -0.85312
C25 -0.52572 -2.88819 0.02381
S1 -1.13480 -1.29015 0.08344
N7 0.44858 -3.21262 0.87081
H26 1.98141 -5.96039 1.91629
H27 1.78852 -4.41342 2.77170
H28 2.90704 -4.54629 1.41135
H29 0.56231 -6.43491 -0.03588
H30 -1.27407 -5.60262 -1.55346

***

7.
This record from OMol25 describes a single C4H6N2 molecule. The level of theory is the ωB97M-V functional and the def2-TZVPD basis.

The SMILES is [H]/N=C(\C)C=C=N. The total energy is -265.44248 Eh. The value obtained for the LUMO energy is 0.7 eV. Its HOMO energy is -0.3046 Ha. The value obtained for the energy relative to the best compared isomer or geometry (same formula, charge and spin) is 244.4 kJ/mol.

Atoms and positions in Å:
C1 0.75356 1.06912 1.28562
C2 0.17121 -0.03746 0.46634
C3 -0.19013 0.29278 -0.90027
C4 -0.74377 -0.74948 -1.49590
N1 -1.32338 -1.67520 -2.01471
N2 -0.10193 -1.23329 0.83871
H1 0.82634 0.77089 2.33318
H2 1.74356 1.32075 0.89051
H3 0.11869 1.95818 1.19681
H4 -0.19862 1.26122 -1.38428
H5 -1.21748 -1.58620 -3.01881
H6 0.15854 -1.41122 1.80287